# 1
Density functional theory data (ωB97M-V/def2-TZVPD) for C4H10N2O in the gas phase in a non-equilibrium geometry.

The value obtained for the maximum force is 4.80 eV/A. Its relative energy (zero: lowest compared OMol25 entry of this formula, charge and spin) is 51.5 kcal per mole. The net charge is 0. The calculation puts the HOMO energy at -9.04 eV. The calculation puts the lowest unoccupied orbital energy at 0.86 eV. Its SMILES is CCNC(=O)CN. Its HOMO-LUMO gap is 9.897 eV.

Last column: Löwdin charge in e.
CARTESIAN COORDINATES (ANGSTROEM)
N 2.468 1.561 0.158  -0.007
C 1.117 1.209 0.079  -0.231
C 0.697 0.020 1.100  -0.369
N -0.048 -0.992 0.417  0.014
C -0.859 -0.920 -0.720  -0.319
C -2.351 -0.534 -0.405  -0.090
O 1.296 -0.149 2.175  0.022
H 2.798 1.468 1.100  0.062
H 3.041 0.968 -0.474  0.096
H 0.439 1.961 0.273  0.071
H 0.878 0.988 -1.067  0.137
H -0.197 -1.691 1.145  0.142
H -0.951 -1.972 -1.193  0.135
H -0.454 -0.300 -1.537  0.093
H -2.857 -1.464 0.002  0.076
H -2.769 -0.368 -1.466  0.094
H -2.250 0.215 0.412  0.075

# 2
Density functional theory data (ωB97M-V/def2-TZVPD) for C4H10N2O in the gas phase in a non-equilibrium geometry.

The value obtained for the maximum force is 1.97 eV/A. Its relative energy (zero: lowest compared OMol25 entry of this formula, charge and spin) is 25.8 kcal per mole. The net charge is 0. The calculation puts the HOMO energy at -9.43 eV. The calculation puts the lowest unoccupied orbital energy at 0.85 eV. Its SMILES is CC(=O)NCCN. Its HOMO-LUMO gap is 10.277 eV.

Last column: Löwdin charge in e.
CARTESIAN COORDINATES (ANGSTROEM)
C 1.050 1.739 1.201  -0.010
C 0.290 0.511 1.542  -0.539
N 0.348 -0.597 0.720  0.040
C 0.484 -0.507 -0.738  -0.198
C -0.814 -0.387 -1.543  -0.264
N -1.827 -1.333 -1.079  -0.005
O -0.313 0.439 2.603  0.041
H 1.202 2.307 2.110  0.088
H 0.509 2.383 0.501  0.091
H 1.972 1.457 0.686  0.080
H 0.236 -1.504 1.114  0.127
H 0.949 -1.442 -1.073  0.115
H 1.270 0.245 -0.855  0.102
H -0.570 -0.604 -2.581  0.104
H -1.234 0.616 -1.490  0.108
H -2.149 -1.072 -0.164  0.058
H -1.405 -2.250 -0.955  0.064